{
  "formula": "C26H24N4PReS",
  "method": "wB97M-V/def2-TZVPD",
  "symbols": ["Re", "C", "C", "N", "N", "C", "N", "S", "C", "C", "C", "C", "C", "N", "H", "H", "H", "H", "H", "H", "H", "H", "H", "H", "C", "C", "C", "C", "C", "C", "P", "C", "C", "C", "C", "C", "C", "C", "C", "C", "C", "C", "C", "H", "H", "H", "H", "H", "H", "H", "H", "H", "H", "H", "H", "H", "H"],
  "positions_angstrom": [[-0.3884, -0.4216, 1.1391], [1.3081, -1.7444, 4.9261], [0.8927, -1.0089, 3.7102], [0.0313, -1.4785, 2.8451], [-0.5982, -2.6705, 3.0529], [-1.6317, -3.0527, 2.2652], [-2.2456, -4.1954, 2.4986], [-2.1701, -2.0321, 0.9974], [1.3839, 0.3291, 3.3892], [2.1504, 1.1089, 4.2549], [2.4782, 2.4085, 3.8912], [2.0533, 2.8961, 2.6636], [1.3087, 2.0644, 1.8421], [0.9656, 0.8230, 2.1865], [1.4405, -2.8058, 4.7187], [0.5599, -1.6413, 5.7159], [2.2518, -1.3764, 5.3163], [-0.3146, -3.2431, 3.8466], [-1.9804, -4.8219, 3.2470], [-3.0256, -4.4903, 1.9249], [2.4562, 0.7391, 5.2219], [3.0419, 3.0339, 4.5633], [2.2855, 3.9017, 2.3490], [0.9742, 2.4111, 0.8720], [1.2180, 3.8731, -3.6612], [-0.1012, 3.4842, -3.8655], [-0.6822, 2.5304, -3.0524], [0.0804, 1.9139, -2.0575], [1.4148, 2.2940, -1.8604], [1.9749, 3.2702, -2.6597], [-0.5791, 0.4956, -1.1377], [-2.2279, 0.1824, -1.8341], [-2.4678, -0.8006, -2.7893], [-3.6940, -0.8125, -3.4351], [-4.6900, 0.0898, -3.0777], [-4.4590, 1.0453, -2.0952], [-3.2331, 1.0833, -1.4601], [0.6454, -0.8286, -1.4854], [1.3341, -1.2147, -2.6205], [2.3159, -2.1912, -2.4816], [2.6242, -2.7266, -1.2372], [1.9541, -2.3143, -0.0887], [0.9650, -1.3607, -0.2231], [1.6513, 4.6480, -4.2743], [-0.6787, 3.9124, -4.6718], [-1.7084, 2.2357, -3.2122], [2.0111, 1.8179, -1.0926], [2.9973, 3.5764, -2.5066], [-1.7018, -1.5153, -3.0513], [-3.8658, -1.5188, -4.2331], [-5.6619, 0.0332, -3.5485], [-5.2264, 1.7533, -1.8192], [-3.0408, 1.8215, -0.6910], [1.1106, -0.7837, -3.5844], [2.8591, -2.5266, -3.3523], [3.3999, -3.4712, -1.1461], [2.2345, -2.7289, 0.8685]],
  "multiplicity": 4,
  "lumo_ev": [-10.91, -11.35],
  "charge": 3,
  "s_squared": 3.799
}

***

{
  "formula": "C26H24NO12",
  "method": "wB97M-V/def2-TZVPD",
  "symbols": ["C", "C", "C", "C", "C", "C", "C", "N", "C", "H", "H", "H", "H", "H", "H", "H", "H", "H", "H", "H", "H", "C", "C", "C", "O", "C", "C", "C", "O", "O", "O", "H", "H", "H", "H", "C", "C", "C", "O", "C", "C", "C", "O", "O", "O", "H", "H", "H", "H", "C", "C", "C", "O", "C", "C", "C", "O", "O", "O", "H", "H", "H", "H"],
  "positions_angstrom": [[3.6876, -0.4684, 1.1684], [2.6586, 0.6256, 1.2265], [3.0322, 1.8932, 0.8435], [2.1582, 2.9305, 0.8712], [0.8672, 2.7238, 1.2809], [0.5058, 1.4619, 1.6536], [-0.9261, 1.1878, 2.0697], [-1.5120, 0.1991, 1.0614], [1.3779, 0.3989, 1.6403], [3.2464, -1.4581, 1.2835], [4.1934, -0.4554, 0.2010], [4.4656, -0.3178, 1.9179], [4.0440, 2.0939, 0.5148], [2.4728, 3.9213, 0.5704], [0.1114, 3.4981, 1.3042], [-1.5255, 2.0926, 2.0185], [-0.9886, 0.7801, 3.0764], [-1.4837, -0.7621, 1.4222], [-0.9370, 0.2123, 0.2153], [-2.4522, 0.4986, 0.8072], [1.0800, -0.6055, 1.9252], [-4.9303, -4.3944, -0.7919], [-4.1566, -4.0126, 0.2328], [-2.9419, -3.1579, 0.0233], [-2.2855, -2.8208, 1.0035], [-2.5944, -2.7680, -1.3250], [-3.3644, -3.1500, -2.3544], [-4.5993, -3.9839, -2.1503], [-5.2582, -4.2760, -3.1243], [-3.0834, -2.8131, -3.6030], [-4.4168, -4.3633, 1.4912], [-5.8097, -5.0075, -0.6547], [-1.7054, -2.1677, -1.4650], [-3.7905, -3.2156, -4.1529], [-3.7173, -3.9678, 2.0412], [-2.6568, -0.5756, -7.8206], [-2.7010, -0.6699, -6.4871], [-1.7487, 0.0910, -5.6073], [-1.8580, -0.0245, -4.3965], [-0.7441, 0.9241, -6.2411], [-0.6942, 1.0179, -7.5782], [-1.6633, 0.2785, -8.4578], [-1.5742, 0.4221, -9.6597], [0.2036, 1.7628, -8.2078], [-3.5877, -1.4387, -5.8508], [-3.3381, -1.1161, -8.4624], [-0.0543, 1.4535, -5.5993], [0.0218, 1.6586, -9.1624], [-3.3993, -1.3231, -4.8980], [3.3647, 0.6326, 6.6533], [2.7477, 1.1175, 5.5718], [3.0943, 2.4587, 4.9970], [2.4984, 2.8264, 3.9981], [4.1137, 3.2503, 5.6598], [4.7352, 2.7702, 6.7475], [4.4064, 1.4157, 7.3093], [5.0162, 1.0305, 8.2848], [5.6716, 3.4517, 7.3924], [1.7850, 0.4445, 4.9306], [3.1238, -0.3333, 7.0748], [4.3419, 4.2220, 5.2453], [5.9587, 2.8860, 8.1354], [1.5145, 1.0150, 4.1860]],
  "multiplicity": 1,
  "lumo_ev": -4.33,
  "charge": 1
}

***

{
  "formula": "C26H25BN11O6V",
  "method": "wB97M-V/def2-TZVPD",
  "symbols": ["V", "C", "C", "C", "C", "C", "N", "N", "B", "N", "N", "C", "C", "C", "C", "C", "N", "N", "C", "C", "C", "C", "C", "H", "H", "H", "H", "H", "H", "H", "H", "H", "H", "H", "H", "H", "H", "H", "H", "H", "H", "H", "H", "H", "H", "O", "C", "O", "C", "C", "C", "C", "C", "C", "N", "O", "O", "N", "O", "O", "H", "H", "H", "N", "C", "C", "C", "N", "C", "N"],
  "positions_angstrom": [[0.6754, 0.2289, -0.4547], [4.3528, -1.1168, -0.5429], [3.5984, -0.4782, 0.5734], [4.0646, -0.3033, 1.8787], [3.1259, 0.4741, 2.5380], [3.1000, 0.9212, 3.9556], [2.1470, 0.7593, 1.6564], [2.4129, 0.1409, 0.4716], [1.2144, 2.0022, 1.6179], [1.5045, 2.6930, 0.2517], [1.2549, 1.9848, -0.8811], [1.5080, 2.7591, -1.9460], [1.3120, 2.2635, -3.3359], [1.9489, 3.9942, -1.4778], [1.9308, 3.9206, -0.0872], [2.3033, 4.9639, 0.9026], [-0.2752, 1.5731, 1.5451], [-0.8015, 1.2672, 0.3254], [-2.1307, 1.4207, 0.3864], [-3.0579, 1.2922, -0.7750], [-2.4661, 1.7868, 1.6932], [-1.2770, 1.8689, 2.3983], [-1.0664, 2.1989, 3.8323], [4.4648, -2.1907, -0.3863], [5.3531, -0.6851, -0.5584], [3.8936, -0.9418, -1.5095], [4.9838, -0.6876, 2.2869], [3.9118, 0.4502, 4.5029], [2.1535, 0.6426, 4.4187], [3.2104, 2.0033, 4.0379], [1.4279, 2.7181, 2.5385], [0.8277, 1.2881, -3.3312], [2.2689, 2.1842, -3.8521], [0.6966, 2.9662, -3.8963], [2.2483, 4.8452, -2.0653], [2.6328, 5.8601, 0.3848], [3.1125, 4.6153, 1.5454], [1.4550, 5.2174, 1.5393], [-2.5158, 1.1926, -1.7080], [-3.6909, 2.1777, -0.8211], [-3.7150, 0.4307, -0.6495], [-3.4569, 1.9833, 2.0661], [-2.0317, 2.3163, 4.3167], [-0.5037, 3.1263, 3.9489], [-0.5103, 1.4053, 4.3316], [-0.5165, -1.3273, 0.2984], [-1.2075, -1.2798, -0.7578], [-0.8601, -0.4746, -1.6736], [-2.4146, -2.1277, -0.9171], [-2.7766, -2.6226, -2.1620], [-3.8624, -3.4703, -2.2503], [-4.6369, -3.7847, -1.1496], [-4.2835, -3.2350, 0.0692], [-3.1662, -2.4339, 0.2085], [-5.1204, -3.5007, 1.2537], [-6.0441, -4.2709, 1.1195], [-4.8170, -2.9230, 2.2804], [-4.1993, -4.0650, -3.5578], [-5.2183, -4.7187, -3.6193], [-3.4330, -3.8441, -4.4719], [-2.2184, -2.3726, -3.0521], [-5.4975, -4.4319, -1.2347], [-2.8956, -2.0515, 1.1828], [1.4658, -1.0156, -1.5145], [1.5522, -2.1687, -1.7622], [1.6639, -3.4954, -1.9527], [0.5093, -4.2612, -2.2733], [-0.4461, -4.8618, -2.4945], [2.9092, -4.1421, -1.7206], [3.9180, -4.6537, -1.5138]],
  "multiplicity": 2,
  "lumo_ev": [-5.74, -5.13],
  "charge": 1,
  "s_squared": 0.763
}

***

{
  "formula": "C26H25ClN2O5W",
  "method": "wB97M-V/def2-TZVPD",
  "symbols": ["W", "O", "C", "C", "N", "C", "C", "O", "O", "C", "C", "O", "O", "H", "H", "H", "H", "H", "H", "H", "H", "H", "Cl", "C", "C", "C", "C", "C", "C", "C", "H", "H", "H", "H", "H", "H", "N", "C", "C", "C", "C", "C", "C", "C", "C", "C", "C", "C", "C", "C", "H", "H", "H", "H", "H", "H", "H", "H", "H", "H"],
  "positions_angstrom": [[-0.2599, 0.0541, 0.3188], [0.0783, 0.4631, 2.6245], [-0.4373, 1.7014, 3.1649], [0.0583, 2.8281, 2.2902], [-0.2984, 2.5728, 0.8769], [-1.6691, 2.9512, 0.5481], [-2.5621, 1.7238, 0.4496], [-3.6449, 1.6759, -0.0216], [-1.9559, 0.5787, 0.9775], [0.7495, 3.0539, -0.0176], [1.9052, 2.0647, -0.0001], [3.0413, 2.3109, -0.2175], [1.5069, 0.7653, 0.2965], [0.9695, 0.3011, 2.9590], [-0.0963, 1.8120, 4.1939], [-1.5223, 1.6028, 3.1735], [1.1479, 2.8795, 2.3622], [-0.3324, 3.7949, 2.6244], [-1.7233, 3.4727, -0.4088], [-2.1037, 3.6198, 1.2982], [1.1339, 4.0433, 0.2444], [0.3749, 3.0913, -1.0444], [1.5548, -1.8979, 1.6503], [-0.0631, -2.3303, 2.1521], [-0.3345, -2.6721, 3.4641], [-1.6565, -2.8986, 3.8060], [-2.6768, -2.7658, 2.8582], [-2.3746, -2.4313, 1.5567], [-1.0402, -2.2282, 1.1615], [-0.6242, -1.9431, -0.2495], [0.4608, -2.7612, 4.1898], [-1.9001, -3.1765, 4.8218], [-3.7027, -2.9420, 3.1468], [-3.1610, -2.3426, 0.8173], [-1.4487, -2.0140, -0.9594], [0.2249, -2.5394, -0.5858], [-0.6538, 0.5582, -1.3365], [-0.8372, 0.7751, -2.6469], [0.1639, 1.5605, -3.3416], [1.5233, 1.4084, -3.0290], [2.4668, 2.1751, -3.6807], [2.0613, 3.1201, -4.6207], [0.7170, 3.2877, -4.9268], [-0.2353, 2.5002, -4.3051], [-2.0009, 0.2419, -3.2831], [-3.1348, -0.1312, -2.5275], [-4.2403, -0.6531, -3.1578], [-4.2249, -0.8393, -4.5404], [-3.1082, -0.5032, -5.2976], [-2.0016, 0.0404, -4.6809], [1.8374, 0.6558, -2.3147], [3.5157, 2.0422, -3.4598], [2.8024, 3.7300, -5.1182], [0.4142, 4.0316, -5.6494], [-1.2851, 2.6373, -4.5252], [-3.1578, 0.0460, -1.4596], [-5.1222, -0.9061, -2.5874], [-5.0939, -1.2576, -5.0302], [-3.1037, -0.6763, -6.3638], [-1.1174, 0.2667, -5.2592]],
  "multiplicity": 1,
  "lumo_ev": -8.46,
  "charge": 2
}

***

Question: Number 3 is which compound?
Answer: C26H25BN11O6V